# 1
The following is a quantum chemistry calculation of a structure of composition C20H39NO2P2PdS3, from OMol25.

Properties
LUMO energy (hartree): 0.1732
Energy relative to the best compared isomer or geometry (same formula, charge and spin) (kcal per mole): 8.6
Highest occupied orbital energy (eV): 0.0
E_tot (eV): -81525.8633
Charge: -2

Last column: Mulliken charge in e.
Element x y z (Å)
Pd 0.5567 0.5057 0.4849  -0.73
S 1.9807 1.3077 2.5393  -0.46
C 2.8795 -0.1552 2.7326  0.30
C 3.8398 -0.3142 3.7649  -0.94
C 4.5832 -1.4669 3.8488  -0.07
C 4.3815 -2.4870 2.9153  -0.77
C 3.4052 -2.2697 1.9574  -0.29
N 2.6658 -1.1687 1.8649  -0.03
H 3.9822 0.4980 4.4658  0.36
H 5.3248 -1.5745 4.6349  0.33
H 4.9495 -3.4088 2.9308  0.38
H 3.1869 -3.0349 1.2139  0.38
C -1.3160 -2.5412 -0.3948  -1.31
C -2.2540 -1.6515 0.4277  0.50
C -3.2769 -2.5211 1.1628  -1.59
P -1.2405 -0.3779 1.3637  1.08
C -0.9773 -1.0729 3.0869  0.92
C -0.1976 -2.3880 3.0109  -1.63
C -2.1139 -1.1971 4.1004  -1.57
C -2.5302 0.9695 1.6921  0.39
C -3.9956 0.6093 1.9487  -1.73
C -2.4753 1.9683 0.5298  -1.16
H -1.8875 -3.1499 -1.1059  0.44
H -0.7584 -3.2226 0.2550  0.22
H -0.5894 -1.9388 -0.9417  0.11
H -2.7861 -1.0132 -0.2910  0.47
H -2.7736 -3.2261 1.8270  0.23
H -3.8541 -3.1153 0.4430  0.45
H -3.9816 -1.9490 1.7639  0.24
H -0.2779 -0.3188 3.4656  0.24
H -0.8593 -3.2335 2.8002  0.27
H 0.3038 -2.5929 3.9636  0.47
H 0.5702 -2.3398 2.2403  0.12
H -2.8241 -1.9852 3.8321  0.19
H -2.6689 -0.2663 4.2212  0.32
H -1.6986 -1.4527 5.0836  0.49
H -2.1137 1.4541 2.5834  0.42
H -4.4230 0.1021 1.0790  0.27
H -4.5832 1.5235 2.1000  0.46
H -4.1517 -0.0313 2.8164  0.30
H -2.9984 1.5572 -0.3416  0.30
H -1.4335 2.0978 0.2250  -0.02
H -2.9497 2.9199 0.7922  0.49
C 0.1651 3.9421 -2.8495  -1.46
C 1.5131 3.9580 -2.1446  0.43
C 1.3753 3.9182 -0.6323  -0.40
O 2.4138 2.9173 -2.5670  -0.35
P 2.0257 1.4286 -3.1052  0.71
S 1.6047 1.4986 -5.0401  -0.64
S 0.6849 0.5258 -1.9285  -0.54
O 3.4934 0.7580 -2.9990  -0.44
C 4.5217 0.9333 -2.0105  0.49
C 5.3952 2.1106 -2.4187  -1.31
C 4.0486 1.0355 -0.5733  -0.69
H -0.3699 4.8591 -2.5829  0.50
H -0.4294 3.0835 -2.5351  0.22
H 0.2909 3.8920 -3.9303  0.34
H 2.0396 4.8710 -2.4439  0.16
H 1.1284 2.9001 -0.3228  -0.38
H 0.5777 4.5864 -0.2951  0.49
H 2.3045 4.2080 -0.1375  0.28
H 5.1083 0.0144 -2.1058  0.40
H 4.8111 3.0300 -2.3775  0.17
H 5.7662 1.9786 -3.4370  0.31
H 6.2455 2.1998 -1.7356  0.44
H 3.6910 2.0352 -0.3279  0.04
H 4.8793 0.7918 0.0951  0.51
H 3.2391 0.3398 -0.3624  -0.13

Force components x, y, z for each atom (eV/Å):
0.2653 -0.0627 0.1418
0.1765 -0.0841 -0.0500
-0.1896 0.1436 -0.1036
0.0536 -0.0215 0.0247
-0.0092 0.0629 0.0312
-0.0331 -0.0407 -0.0522
-0.0392 0.0335 0.0973
0.2834 -0.0362 -0.0808
-0.0069 0.0018 -0.0027
0.0049 -0.0165 -0.0076
0.0102 0.0096 0.0173
0.0257 -0.0038 0.0105
-0.0063 -0.0160 0.0179
-0.0268 -0.0794 -0.0510
-0.0017 -0.0276 -0.0026
-0.6199 0.0187 0.2878
-0.0193 -0.1100 0.0253
0.0039 -0.0030 0.0173
-0.0558 -0.0181 0.0297
-0.0142 -0.1028 -0.0594
-0.0365 -0.0008 0.0048
0.0888 -0.2655 -0.0309
0.0056 0.0066 0.0064
-0.0073 0.0162 -0.0025
-0.0242 -0.0042 0.0035
-0.0309 0.0022 0.0160
0.0071 -0.0179 -0.0008
0.0023 0.0003 0.0054
0.0264 -0.0159 -0.0317
0.0216 0.0359 -0.0044
-0.0143 0.0012 -0.0138
-0.0174 0.0053 -0.0028
0.0160 0.0292 -0.0245
0.0223 0.0576 0.0050
0.0408 0.0140 0.0116
-0.0019 -0.0283 -0.0183
-0.0256 0.0620 -0.0009
0.0135 0.0309 0.0033
0.0122 0.0017 0.0149
0.0183 0.0146 -0.0270
-0.0168 0.0266 0.0181
-0.0615 0.2777 0.0244
0.0438 0.0194 -0.0019
-0.0423 0.0123 0.0107
0.0263 -0.0550 -0.0466
0.0104 0.0182 0.0135
0.0059 0.0508 0.1050
0.0118 -0.0641 -0.0684
0.0099 -0.0299 0.0504
0.0965 0.0752 -0.3011
-0.0204 0.0524 0.0163
0.0058 0.0110 -0.0489
0.0642 0.0320 0.0221
-0.0352 0.0177 0.0162
0.0036 -0.0087 -0.0148
0.0260 -0.0005 0.0012
-0.0010 0.0110 0.0083
-0.0252 0.0364 0.0042
-0.0475 0.0099 0.0823
0.0291 0.0354 -0.0321
0.0169 -0.0484 -0.0123
-0.0020 -0.0238 -0.0313
0.0195 -0.0243 0.0018
-0.0047 0.0004 0.0071
0.0031 -0.0170 -0.0087
-0.0419 -0.0130 -0.0182
0.0230 0.0612 -0.0008
-0.0156 -0.0557 -0.0012

# 2
The following is a quantum chemistry calculation of a structure of composition C15H11F5N6O4RuS3 in a non-equilibrium geometry, from OMol25.

Properties
LUMO energy (alpha / beta) (hartree): -0.1105 / -0.1096
Energy relative to the best compared isomer or geometry (same formula, charge and spin) (kcal per mole): 25.7
Highest occupied orbital energy (alpha / beta) (eV): -8.9 / -8.9
E_tot (eV): -81541.1541
Charge: 0

Last column: Mulliken charge in e.
Element x y z (Å)
Ru -0.0123 0.1228 0.6922  0.69
S -0.8455 -1.4668 2.1844  -0.19
C 0.2781 -2.7178 2.0766  0.68
C 0.1605 -3.7761 3.0467  -0.22
N 0.0672 -4.5946 3.8483  -0.41
C 1.2332 -2.7904 1.0650  0.58
S 1.3602 -1.6601 -0.1729  -0.17
C 2.1512 -3.9034 1.0324  -0.22
N 2.9038 -4.7704 0.9836  -0.39
C 3.5181 0.5125 2.0774  -1.30
C 2.9142 1.4504 1.0965  -0.06
N 1.7184 1.3523 0.5384  0.35
C 1.5683 2.4109 -0.3168  -0.03
C 2.6869 3.1735 -0.2832  0.09
N 3.5187 2.5530 0.6158  -0.02
C 3.1330 4.4179 -0.9633  0.47
O 2.2669 4.9926 -1.7681  -0.55
O 4.2432 4.8353 -0.7418  -0.61
C 0.3430 2.4755 -1.1168  0.90
O 0.1190 3.4277 -1.8643  -0.88
O -0.4184 1.4585 -0.9499  -0.70
H 2.7822 -0.2272 2.3781  0.08
H 3.8676 1.0479 2.9596  0.37
H 4.3657 -0.0085 1.6292  0.39
H 4.4522 2.8880 0.8075  0.26
H 1.4176 4.4637 -1.8493  0.45
S -1.9576 -0.9406 -0.5323  -0.27
C -3.0840 0.3262 -0.1578  0.08
N -4.0549 0.2107 0.7358  -0.04
C -4.8091 1.4550 0.9001  -0.46
C -4.0767 2.4027 -0.0755  -0.37
N -3.1462 1.4992 -0.7645  0.02
H -4.1524 -0.5967 1.3259  0.24
H -4.7515 1.8011 1.9298  0.28
H -5.8543 1.3060 0.6338  0.33
H -3.5183 3.1752 0.4514  0.18
H -4.7466 2.8784 -0.7868  0.41
H -2.3125 1.8353 -1.2400  0.26
F -0.7974 2.8413 1.3827  -0.33
C -0.7829 1.5821 1.9529  0.57
F -2.0962 1.3752 2.3341  -0.30
C 0.0202 1.7774 3.2914  0.65
F 0.8507 2.8251 3.1997  -0.26
F 0.7965 0.7099 3.5609  -0.25
F -0.7723 1.9561 4.3476  -0.29

Force components x, y, z for each atom (eV/Å):
-1.5831 -1.4190 -1.1981
1.8858 1.4708 -0.3588
-0.2257 -0.7314 -0.0103
-0.1259 0.0012 -0.3287
0.0057 0.0285 0.0145
0.1107 -0.2711 0.0519
-0.0339 0.6971 0.5640
-0.1509 0.1008 0.0011
-0.0181 0.0271 0.0240
0.0472 0.0150 -0.0788
-0.0095 -0.0552 0.0808
-0.2618 -0.2927 0.7514
0.1224 -0.0681 -0.0203
0.2250 0.0789 0.0920
0.0252 0.0165 -0.1314
-0.0116 -0.0596 0.0171
-0.0172 -0.0635 -0.0411
-0.0259 0.0494 -0.0050
-0.2162 0.0938 -0.0551
-0.0120 -0.0108 -0.0363
0.3576 -0.1841 0.1866
-0.0285 0.0210 0.0094
-0.0283 -0.0047 0.0167
0.0040 0.0154 -0.0012
-0.0207 -0.0017 0.0559
0.0222 0.0419 0.0241
0.1094 0.5685 0.5780
-0.2994 -0.2588 -0.1374
-0.1595 0.0146 0.0265
0.0534 -0.0512 -0.0166
0.0722 -0.0479 -0.0042
0.1074 0.2682 0.1343
0.0567 -0.0339 -0.0474
0.0152 0.0140 0.0198
-0.0077 -0.0089 -0.0385
0.0336 -0.0038 0.0204
-0.0426 -0.0301 -0.0114
0.0429 -0.1174 -0.0507
-0.2057 0.0051 0.0487
0.1740 0.1643 -0.2405
-0.0045 -0.0630 0.0748
0.0817 -0.0669 -0.1811
-0.0306 0.0299 0.0308
-0.0203 -0.0091 0.1670
-0.0128 0.1310 0.0029

# 3
The following is a quantum chemistry calculation of a cluster of 2 separate species, C4H5NO in total in a non-equilibrium geometry, from OMol25.

Properties
LUMO energy (hartree): 0.0222
Energy relative to the best compared isomer or geometry (same formula, charge and spin) (kcal per mole): 135.5
Highest occupied orbital energy (eV): -7.7
E_tot (eV): -7760.6493
Charge: 0
Structure (SMILES): C1=CN1.C=C=O

Last column: Mulliken charge in e.
Element x y z (Å)
C 0.7920 -2.1211 1.1417  -0.10
C -0.5811 2.2539 -1.3847  -0.92
C 0.2088 1.5114 -0.7176  0.79
C 0.2018 -1.6474 0.1301  -0.18
N -0.3877 -1.2989 1.4319  -0.55
O 0.7112 0.6490 -0.1040  -0.40
H 1.6530 -2.2362 1.8016  0.30
H -1.6263 2.2963 -0.9870  0.21
H -0.4906 2.7353 -2.3262  0.29
H -0.1734 -0.3037 1.7771  0.22
H -0.3077 -1.8386 -0.7628  0.34

Force components x, y, z for each atom (eV/Å):
2.1398 0.9006 2.1170
-2.9068 1.4818 -0.4386
0.7656 -2.7666 1.1249
-0.8259 -0.9122 -0.5102
-1.2582 1.3178 1.7747
0.4733 1.9698 -0.4349
-0.4041 -0.8263 -0.7093
1.0980 -0.0605 -0.0590
0.7411 0.2242 -0.4098
0.2000 -1.5621 -1.1056
-0.0229 0.2335 -1.3493

Copy entry 3 word for word.
The following is a quantum chemistry calculation of a cluster of 2 separate species, C4H5NO in total in a non-equilibrium geometry, from OMol25.

Properties
LUMO energy (hartree): 0.0222
Energy relative to the best compared isomer or geometry (same formula, charge and spin) (kcal per mole): 135.5
Highest occupied orbital energy (eV): -7.7
E_tot (eV): -7760.6493
Charge: 0
Structure (SMILES): C1=CN1.C=C=O

Last column: Mulliken charge in e.
Element x y z (Å)
C 0.7920 -2.1211 1.1417  -0.10
C -0.5811 2.2539 -1.3847  -0.92
C 0.2088 1.5114 -0.7176  0.79
C 0.2018 -1.6474 0.1301  -0.18
N -0.3877 -1.2989 1.4319  -0.55
O 0.7112 0.6490 -0.1040  -0.40
H 1.6530 -2.2362 1.8016  0.30
H -1.6263 2.2963 -0.9870  0.21
H -0.4906 2.7353 -2.3262  0.29
H -0.1734 -0.3037 1.7771  0.22
H -0.3077 -1.8386 -0.7628  0.34

Force components x, y, z for each atom (eV/Å):
2.1398 0.9006 2.1170
-2.9068 1.4818 -0.4386
0.7656 -2.7666 1.1249
-0.8259 -0.9122 -0.5102
-1.2582 1.3178 1.7747
0.4733 1.9698 -0.4349
-0.4041 -0.8263 -0.7093
1.0980 -0.0605 -0.0590
0.7411 0.2242 -0.4098
0.2000 -1.5621 -1.1056
-0.0229 0.2335 -1.3493